[1]
This record from the Open Molecules 2025 dataset describes an isolated molecule of C22H27N3O2S. The level of theory is ωB97M-V/def2-TZVPD.

The HOMO energy is -7.64 eV. The total charge is 0.

```
55
Properties=species:S:1:pos:R:3:forces:R:3:nbo_charge:R:1
C -2.082501 -4.619826 1.147639 0.1 -0.1 0.1 -0.253
O -2.940959 -3.686365 0.534001 -0.2 0.2 -0.1 -0.496
C -2.386314 -2.602710 -0.075361 -0.1 0.4 -0.2 0.303
C -3.271672 -1.702487 -0.658444 0.1 -0.2 0.2 -0.269
C -2.801712 -0.571320 -1.302066 0.2 0.0 -0.1 -0.254
C -1.444881 -0.314262 -1.363223 0.2 0.0 -0.1 0.227
O -0.871552 0.784670 -1.975016 0.2 -0.6 0.3 -0.532
C -1.727368 1.726988 -2.571523 -0.2 0.2 -0.1 -0.247
C -0.542559 -1.219182 -0.770741 -0.5 0.1 0.0 0.201
N 0.803331 -0.881030 -0.899797 0.5 0.6 -0.5 -0.625
C 1.922413 -1.308368 -0.265659 0.1 -0.3 0.0 0.321
S 1.918914 -2.426766 0.962502 -0.1 -0.4 0.5 -0.276
N 3.097396 -0.774545 -0.698790 -0.3 0.1 -0.1 -0.426
C 4.270207 -0.758538 0.154817 0.3 -0.1 0.3 -0.254
C 4.671532 0.714073 0.447843 0.1 0.1 -0.1 -0.234
N 3.556561 1.629526 0.338203 -0.2 0.1 0.0 -0.441
C 2.593325 1.450956 1.429509 0.1 0.0 0.2 -0.262
C 1.296778 2.152068 1.192444 -0.1 -0.2 0.1 -0.175
C 0.122686 1.530671 1.290503 0.5 0.0 0.1 -0.221
C -1.200352 2.098015 1.082366 -0.5 0.2 0.0 0.012
C -1.411650 3.403614 0.636179 0.0 -0.1 0.0 -0.216
C -2.692337 3.880777 0.433005 0.0 0.1 0.0 -0.219
C -3.789601 3.067271 0.669647 -0.1 -0.1 0.0 -0.226
C -3.595486 1.769469 1.113107 -0.1 0.1 0.0 -0.202
C -2.315693 1.290855 1.316179 0.2 0.1 0.0 -0.214
C 3.028696 1.637370 -1.018413 0.2 0.1 -0.2 -0.239
C 3.188771 0.262276 -1.704394 -0.1 0.3 0.0 -0.253
C -1.018251 -2.359586 -0.143190 -0.2 -0.3 0.1 -0.347
H -2.734255 -5.373873 1.586162 0.1 0.0 0.0 0.198
H -1.418626 -5.094298 0.418397 0.0 0.0 0.0 0.178
H -1.480425 -4.157105 1.935245 0.0 0.0 0.0 0.182
H -4.329195 -1.901567 -0.602193 -0.2 0.0 0.0 0.224
H -3.510962 0.109111 -1.744065 0.0 0.1 0.0 0.225
H -2.303173 1.281765 -3.389108 0.0 0.0 0.0 0.176
H -2.408186 2.168475 -1.838386 0.0 0.0 0.0 0.191
H -1.076030 2.503570 -2.970716 -0.1 0.0 0.0 0.197
H 0.891093 -0.046429 -1.463974 0.1 -0.1 0.0 0.422
H 5.091486 -1.282993 -0.344947 0.0 0.0 0.1 0.200
H 4.032386 -1.296344 1.073608 0.1 0.1 -0.2 0.253
H 5.088943 0.787334 1.453057 0.1 0.0 0.0 0.214
H 5.435853 1.046274 -0.260536 0.1 0.0 0.1 0.192
H 3.073285 1.882928 2.318707 -0.1 -0.1 0.0 0.204
H 2.389614 0.394242 1.648474 0.0 0.0 0.0 0.190
H 1.372996 3.203156 0.952629 -0.1 0.2 -0.1 0.197
H 0.117859 0.479939 1.557282 0.1 -0.2 0.0 0.212
H -0.569149 4.049514 0.440810 0.1 0.1 0.0 0.206
H -2.838189 4.893641 0.085207 0.0 0.1 0.0 0.213
H -4.788927 3.444183 0.507925 -0.1 0.0 0.0 0.213
H -4.443235 1.126256 1.297370 -0.1 -0.1 0.0 0.216
H -2.171881 0.275512 1.656411 0.0 -0.1 0.0 0.221
H 3.576264 2.394815 -1.593081 -0.1 -0.1 -0.1 0.196
H 1.977708 1.930840 -0.983789 0.1 0.0 -0.1 0.214
H 2.465789 0.116458 -2.507996 0.1 0.0 0.0 0.213
H 4.185226 0.174912 -2.148276 -0.1 0.0 0.0 0.209
H -0.310115 -3.039828 0.293768 0.0 0.0 0.0 0.263
```
Positions in Å, forces in eV/Å.

=====

[2]
This record from the Open Molecules 2025 dataset describes a 2-piece molecular cluster, BrFH2ISSi overall. The level of theory is ωB97M-V/def2-TZVPD.

The HOMO energy is -4.07 eV. The total charge is -1.

```
7
Properties=species:S:1:pos:R:3:forces:R:3:nbo_charge:R:1
S 1.390193 1.458785 0.205751 0.1 0.1 -0.1 -0.441
Si -0.371508 0.423062 -0.409528 -0.2 0.2 -0.4 0.777
Br -0.662594 -1.472237 0.546325 0.2 -0.4 0.4 -0.082
I -2.113198 2.074149 0.115117 -0.2 0.2 0.0 -0.283
H 2.163230 0.648605 -0.532028 0.1 -0.1 0.1 0.147
H -0.343312 0.311906 -1.884725 0.0 0.1 0.0 -0.186
F -0.062811 -3.444270 1.959088 -0.1 0.0 -0.1 -0.933
```
Positions in Å, forces in eV/Å.

=====

[3]
This record from the Open Molecules 2025 dataset describes a 2-piece molecular cluster, C16H26BF2N2O9 overall. The level of theory is ωB97M-V/def2-TZVPD.

The HOMO energy is -6.53 eV. The total charge is -1.

```
56
Properties=species:S:1:pos:R:3:forces:R:3:nbo_charge:R:1
C -2.193099 2.970304 -1.118819 0.0 0.0 -0.1 -0.613
C -0.949593 2.109883 -1.364428 0.0 0.0 -0.1 -0.429
C -0.157217 1.780952 -0.098148 0.2 0.1 -0.1 -0.220
N -0.853310 1.068048 0.982366 -0.1 0.1 -0.1 -0.668
C -1.420543 -0.236467 0.800502 0.3 0.0 0.2 0.404
C -0.434889 -1.358985 0.494354 -0.1 -0.2 -0.1 -0.439
C 0.579348 -1.162961 -0.647984 0.0 -0.1 0.0 -0.408
C 2.034701 -0.870382 -0.212673 -0.1 0.2 -0.1 -0.429
C 2.174722 -0.277287 1.181045 0.2 -0.4 0.2 -0.084
O 3.367821 0.546239 1.213239 -0.3 0.4 -0.1 -0.549
C 3.491610 1.276454 2.351854 0.2 0.0 -0.5 0.816
C 3.568421 2.763178 2.106780 -0.1 0.0 -0.1 -0.728
O 3.555347 0.778461 3.435555 -0.2 -0.2 0.6 -0.575
O -2.436119 -0.235096 -0.265622 -0.1 0.0 0.0 -0.539
C -3.603399 0.193937 0.251830 0.4 -0.2 0.1 0.972
O -4.548089 0.528580 -0.382812 -0.4 0.1 -0.2 -0.588
O -3.553130 0.182460 1.601342 0.1 0.0 0.1 -0.540
C -2.339409 -0.544759 2.024090 -0.1 0.2 -0.2 0.387
N -2.607738 -1.937213 2.151721 0.0 0.0 0.1 -0.841
C -1.954760 0.034173 3.373029 0.1 -0.1 0.2 -0.418
C -0.682143 -0.553020 3.974799 0.0 0.0 0.0 -0.611
H -2.957865 2.775639 -1.871791 0.0 0.0 0.0 0.228
H -2.663851 2.769657 -0.152147 0.0 0.0 0.0 0.188
H -1.955064 4.036737 -1.160301 0.0 -0.1 0.1 0.199
H -1.224074 1.193294 -1.889593 0.0 0.0 0.1 0.224
H -0.264540 2.647736 -2.028161 0.0 -0.1 0.0 0.209
H 0.179336 2.723123 0.352096 0.0 -0.1 0.0 0.190
H 0.752402 1.242912 -0.366649 -0.2 0.2 0.1 0.218
H -1.566121 1.685205 1.353480 0.0 0.0 0.1 0.368
H -1.057985 -2.217011 0.242119 0.1 0.0 0.0 0.229
H 0.058186 -1.627603 1.431897 0.0 0.0 -0.1 0.220
H 0.597312 -2.069825 -1.249635 0.0 0.0 0.0 0.248
H 0.219398 -0.393993 -1.332885 0.1 -0.2 0.0 0.215
H 2.634481 -1.778054 -0.296978 0.0 0.0 0.1 0.220
H 2.473226 -0.174237 -0.929658 0.0 0.0 0.0 0.241
H 1.316866 0.347338 1.448296 0.1 0.0 0.0 0.188
H 2.272212 -1.048496 1.951209 0.0 0.0 -0.1 0.183
H 3.099696 3.019620 1.157946 0.1 0.0 0.0 0.231
H 4.613930 3.076621 2.087155 -0.1 0.0 0.0 0.241
H 3.058498 3.275959 2.921897 0.1 0.0 0.0 0.232
H -2.964921 -2.345019 1.295657 0.0 0.0 0.0 0.378
H -3.271282 -2.095831 2.901166 0.0 0.0 -0.1 0.372
H -2.803546 -0.162895 4.039271 0.0 0.0 0.0 0.206
H -1.868309 1.117923 3.307346 0.0 0.0 -0.1 0.218
H 0.197374 -0.308845 3.376477 -0.1 0.0 0.0 0.220
H -0.751474 -1.639044 4.059312 0.0 0.1 0.0 0.216
H -0.527932 -0.146499 4.976469 0.0 0.0 -0.1 0.212
B 0.458569 -3.161315 -5.671675 0.0 0.0 0.0 1.261
O 0.805470 -2.791641 -4.251185 0.0 0.0 0.0 -0.665
C 1.718026 -1.852661 -4.236071 0.0 0.0 0.1 0.684
O 2.203831 -1.347799 -3.254958 0.0 0.0 0.0 -0.616
C 2.070669 -1.497283 -5.702592 0.0 0.0 -0.1 0.676
O 2.873214 -0.668634 -6.041510 0.0 0.0 0.0 -0.588
O 1.341137 -2.257027 -6.484637 0.0 0.0 0.0 -0.663
F -0.875086 -2.895993 -5.923620 0.0 0.0 0.0 -0.541
F 0.769685 -4.488557 -5.909768 0.0 0.0 0.0 -0.542
```
Positions in Å, forces in eV/Å.

=====

[4]
This record from the Open Molecules 2025 dataset describes C17H9F10O4Pd as an isolated structure. The level of theory is ωB97M-V/def2-TZVPD.

The HOMO energy is -4.96 eV. The total charge is -1.

```
41
Properties=species:S:1:pos:R:3:forces:R:3:nbo_charge:R:1
Pd 1.180296 -1.143314 -0.273933 -0.2 -0.1 -0.2 0.845
C -3.989646 3.307969 -1.716423 0.0 0.0 0.0 -0.253
O -2.773935 3.945955 -2.055730 0.0 0.0 0.0 -0.497
C -1.630771 3.227203 -1.891529 0.0 0.0 0.0 0.356
C -0.444048 3.917099 -2.242885 0.0 0.0 0.0 -0.347
C 0.744514 3.272081 -2.102105 0.0 0.0 0.0 -0.123
C 0.858099 1.938684 -1.625577 0.0 0.0 0.0 -0.308
C 2.153696 1.329302 -1.578736 -0.1 -0.1 -0.2 0.573
C 3.381918 2.124788 -1.970159 0.0 0.0 0.0 -0.702
O 2.397132 0.140675 -1.283910 0.1 0.1 0.3 -0.621
C -0.350854 1.241896 -1.264914 0.0 0.0 0.0 0.470
O -0.416916 0.061446 -0.804356 0.0 0.0 0.0 -0.710
C -1.589759 1.945222 -1.425231 0.0 0.0 0.0 -0.416
H -4.776773 4.031288 -1.913964 0.0 0.0 0.0 0.189
H -4.007656 3.026749 -0.660739 0.0 0.0 0.0 0.182
H -4.151524 2.415388 -2.325721 0.0 0.0 0.0 0.180
H -0.511273 4.929937 -2.613827 0.0 0.0 0.0 0.215
H 1.643897 3.803776 -2.380800 0.0 0.0 0.0 0.201
H 3.427397 3.076681 -1.442864 0.0 0.0 0.0 0.221
H 3.382744 2.331513 -3.041860 0.0 0.0 0.0 0.225
H 4.255277 1.527870 -1.722481 0.0 0.0 0.0 0.241
H -2.474710 1.395357 -1.142161 0.0 0.0 0.0 0.227
F 2.921917 -2.016071 1.713499 0.0 0.0 0.0 -0.364
C 2.717756 -2.205258 0.360718 0.2 -0.1 0.1 0.410
F 3.890625 -1.802854 -0.238892 0.0 0.0 0.0 -0.359
C 2.720647 -3.738284 0.177736 0.1 0.0 0.0 0.903
F 2.481384 -4.061897 -1.101392 0.0 0.0 0.0 -0.326
F 3.930464 -4.257341 0.493993 0.0 0.0 0.0 -0.338
F 1.831943 -4.363566 0.947150 0.0 0.0 0.0 -0.311
F -2.727975 -2.460773 5.330004 0.0 0.0 0.0 -0.311
C -2.073951 -2.453501 4.151173 0.0 0.0 0.0 0.207
C -1.199967 -1.433541 3.831068 0.0 0.0 0.0 0.257
F -1.002713 -0.435449 4.708541 0.0 0.0 0.0 -0.307
C -0.530335 -1.425307 2.621836 0.0 0.0 0.0 0.276
F 0.299211 -0.394606 2.381619 0.0 0.0 0.0 -0.318
C -0.690177 -2.437238 1.654593 0.1 0.1 0.0 0.253
O -0.097956 -2.497938 0.506162 0.0 0.1 0.0 -0.720
C -1.592273 -3.456998 2.025554 0.0 0.0 0.0 0.249
F -1.813933 -4.466941 1.167778 0.0 0.0 0.0 -0.307
C -2.262620 -3.468103 3.230193 0.0 0.0 0.0 0.265
F -3.109149 -4.471894 3.518573 0.0 0.0 0.0 -0.309
```
Positions in Å, forces in eV/Å.

=====

E values, unit eV, following the record order: -42651.7512 -99609.5911 -44542.6944 -56621.3912.